{"formula": "C25H29N7NiO3S2", "method": "the ωB97M-V functional and the def2-TZVPD basis", "symbols": ["Ni", "N", "C", "C", "C", "C", "C", "C", "S", "O", "O", "N", "C", "N", "C", "C", "C", "N", "H", "H", "H", "H", "H", "H", "H", "H", "H", "C", "N", "C", "C", "C", "C", "C", "C", "C", "C", "H", "H", "H", "H", "H", "H", "H", "H", "H", "H", "H", "H", "S", "C", "N", "C", "N", "C", "C", "O", "C", "C", "H", "H", "H", "H", "H", "H", "H", "H"], "coordinates": [[-0.135, -0.115, 0.251], [0.051, -7.469, -0.802], [-0.601, -6.277, -0.495], [-1.724, -5.864, -1.213], [-2.398, -4.708, -0.856], [-1.960, -3.965, 0.222], [-0.846, -4.360, 0.938], [-0.169, -5.510, 0.587], [-2.768, -2.438, 0.709], [-2.682, -2.345, 2.148], [-4.116, -2.388, 0.183], [-1.827, -1.266, 0.076], [-1.772, -1.150, -1.243], [-2.483, -1.930, -2.063], [-2.470, -1.617, -3.349], [-1.752, -0.542, -3.856], [-0.951, 0.143, -2.959], [-0.930, -0.151, -1.664], [-0.047, -7.785, -1.756], [1.000, -7.513, -0.463], [-2.060, -6.456, -2.055], [-3.250, -4.357, -1.412], [-0.508, -3.750, 1.759], [0.708, -5.814, 1.142], [-3.056, -2.258, -3.999], [-1.790, -0.273, -4.900], [-0.323, 0.964, -3.299], [1.564, 2.479, 0.133], [1.784, 1.074, -0.191], [2.214, 0.961, -1.577], [2.860, 0.563, 0.685], [2.276, 0.128, 1.993], [2.561, 0.741, 3.188], [1.955, 0.325, 4.370], [0.996, -0.686, 4.319], [0.650, -1.285, 3.134], [1.313, -0.941, 1.922], [2.437, 3.091, -0.160], [1.414, 2.572, 1.208], [0.680, 2.857, -0.383], [3.155, 1.514, -1.742], [1.452, 1.360, -2.240], [2.371, -0.089, -1.815], [3.636, 1.336, 0.812], [3.305, -0.315, 0.204], [3.267, 1.568, 3.203], [2.214, 0.795, 5.312], [0.516, -1.003, 5.236], [-0.129, -2.033, 3.108], [2.127, -2.467, -0.308], [1.101, -1.699, 0.735], [-0.959, 1.377, 1.321], [-1.748, 2.204, 1.498], [-2.577, 3.179, 1.790], [-2.049, 4.461, 2.217], [-3.067, 5.106, 3.162], [-4.335, 5.212, 2.554], [-4.832, 3.943, 2.176], [-3.896, 3.241, 1.190], [-1.891, 5.130, 1.356], [-1.097, 4.307, 2.730], [-2.769, 6.126, 3.419], [-3.137, 4.503, 4.080], [-5.807, 4.128, 1.723], [-4.954, 3.312, 3.067], [-3.868, 3.812, 0.249], [-4.241, 2.225, 0.987]], "mulliken_spin": [1.17, 0.00, 0.00, 0.00, 0.00, 0.01, 0.04, 0.03, -0.01, 0.00, 0.00, 0.05, 0.01, 0.00, 0.00, 0.00, -0.01, 0.04, 0.00, 0.00, 0.00, 0.00, -0.07, 0.01, 0.00, 0.00, 0.00, 0.02, 0.04, -0.01, -0.02, 0.16, -0.14, 0.23, -0.09, 0.23, -0.12, 0.01, 0.00, -0.01, -0.01, 0.00, 0.03, 0.01, 0.03, 0.00, 0.03, -0.01, 0.03, 0.48, 0.85, 0.02, -0.02, 0.00, 0.00, 0.00, 0.00, 0.00, 0.00, 0.00, 0.00, 0.00, 0.00, 0.00, 0.00, 0.00, 0.00], "charge": -1, "orbital_gap_ev": [4.0983, 5.4171], "multiplicity": 4, "s2": 3.791}